# 1
{
  "formula": "C2H5NO4",
  "method": "ωB97M-V/def2-TZVPD",
  "homo_lumo_gap_ev": 11.4,
  "homo_ev": -11.2,
  "relative_energy_ev": 1.300,
  "smiles": "O=CNC(=O)O.O",
  "e_lumo_ev": 0.16,
  "species": ["C", "O", "H", "O", "N", "C", "O", "H", "H", "H", "O", "H"],
  "xyz": [[-1.48949, -1.17756, -0.04913], [-2.07790, -0.52399, 0.74891], [1.84810, -1.04520, -0.56267], [-1.94888, -1.86706, -1.10208], [-0.06527, -1.23083, 0.00054], [0.86437, -1.25063, -1.00806], [0.63214, -1.39751, -2.17972], [1.82892, 3.99427, 1.59652], [0.56282, 3.17251, 1.85213], [-1.36201, -1.66307, -1.85636], [0.85975, 4.06603, 1.64933], [0.34743, -1.07697, 0.91058]],
  "forces_ev_per_a": [[1.3, 0.3, -1.0], [-0.7, -0.7, 0.2], [0.3, -0.2, -0.4], [-0.8, 0.7, 0.2], [0.6, -0.1, 0.7], [-0.5, 0.1, 0.6], [-0.2, 0.0, -0.3], [-0.6, 0.1, 0.0], [0.0, 0.1, 0.0], [0.3, -0.5, 0.0], [0.6, -0.1, 0.0], [-0.4, 0.3, 0.0]],
  "lowdin_charge": [-0.551, 0.155, 0.139, 0.133, 0.127, -0.310, 0.055, 0.040, 0.027, 0.108, -0.067, 0.144]
}

# 2
{
  "formula": "C2H5NO4",
  "method": "ωB97M-V/def2-TZVPD",
  "homo_lumo_gap_ev": 11.6,
  "homo_ev": -10.9,
  "relative_energy_ev": 2.432,
  "smiles": "O=CNC(=O)O.O",
  "e_lumo_ev": 0.66,
  "species": ["H", "O", "C", "O", "H", "O", "C", "H", "O", "H", "N", "H"],
  "xyz": [[1.34437, -0.03888, 0.91665], [-0.56689, 3.16531, -0.29148], [0.12239, 2.25029, 0.03996], [-0.46625, -0.45937, 2.04013], [-0.40988, -4.07846, -0.88042], [-0.73033, -3.75036, -1.71975], [0.36137, 0.13777, 1.43980], [-1.16497, -4.37045, -2.30592], [0.79580, 1.45879, -0.98709], [0.07070, 1.98812, 2.15361], [0.16312, 1.57782, 1.22840], [0.48056, 2.11942, -1.63388]],
  "forces_ev_per_a": [[-0.9, -1.5, 0.7], [0.6, 0.9, 0.4], [0.1, -3.4, -0.9], [0.9, -0.7, 0.3], [-0.3, -0.8, -0.2], [0.2, 1.3, -0.4], [0.7, 2.3, -2.1], [0.2, -0.6, 0.6], [-1.5, 2.7, 1.8], [-0.9, 0.8, -0.8], [0.3, -0.2, 1.7], [0.6, -0.9, -1.1]],
  "lowdin_charge": [0.151, 0.121, -0.539, 0.120, 0.028, -0.058, -0.253, 0.030, 0.037, 0.153, 0.108, 0.102]
}

# 3
{
  "formula": "C2H5NOP",
  "method": "ωB97M-V/def2-TZVPD",
  "homo_lumo_gap_ev": 8.8,
  "homo_ev": -14.4,
  "relative_energy_ev": 1.993,
  "total_charge": 1,
  "e_lumo_ev": -5.67,
  "species": ["O", "H", "H", "N", "P", "C", "H", "H", "C", "H"],
  "xyz": [[-0.94936, -2.71590, -0.21698], [1.01736, -2.18886, -1.55410], [-1.46411, 1.27199, 0.21241], [-0.68056, 0.86941, 0.61051], [0.15894, -1.83817, -0.41516], [-0.06649, -0.15416, -0.19801], [1.38120, 1.10022, 0.70246], [-0.84173, 0.74564, 1.60292], [0.68394, 1.06844, -0.00626], [0.76081, 1.84138, -0.73780]],
  "forces_ev_per_a": [[-1.4, -1.9, 0.8], [-0.2, 0.8, 1.2], [-1.9, 1.3, -1.3], [1.0, -1.4, 1.0], [0.1, 2.9, -1.4], [1.8, -1.8, -1.1], [2.9, 0.1, 2.8], [0.6, -0.1, 0.4], [-2.6, -0.1, -1.8], [-0.3, 0.3, -0.6]],
  "lowdin_charge": [-0.337, 0.082, 0.149, 0.150, 0.884, -0.341, 0.088, 0.192, -0.004, 0.136]
}

# 4
{
  "formula": "C2H5NOS",
  "method": "ωB97M-V/def2-TZVPD",
  "homo_lumo_gap_ev": 9.4,
  "homo_ev": -9.2,
  "relative_energy_ev": 1.150,
  "smiles": "NCC(O)=S",
  "e_lumo_ev": 0.19,
  "species": ["H", "H", "S", "N", "H", "C", "H", "C", "H", "O"],
  "xyz": [[-0.89715, -0.36193, -1.41737], [-1.55708, 0.50598, -0.45914], [2.37332, -0.42307, -0.17494], [-1.32803, -0.43827, -0.53909], [1.41211, 1.82147, -0.24466], [0.86925, 0.13902, 0.20826], [-0.84104, -0.32593, 1.45561], [-0.39456, -0.63535, 0.53020], [-0.16773, -1.70918, 0.58034], [0.53090, 1.42726, 0.06077]],
  "forces_ev_per_a": [[1.1, -0.9, -1.6], [-1.4, 2.0, 0.4], [-1.0, 0.3, 0.5], [-1.2, -0.4, 0.5], [-1.6, -0.1, 0.5], [0.1, -0.3, -0.2], [-0.1, 0.3, 0.5], [1.5, -1.7, -0.5], [0.2, 0.4, 0.3], [2.4, 0.6, -0.4]],
  "lowdin_charge": [0.060, 0.043, 0.689, 0.030, 0.120, -0.862, 0.117, -0.277, 0.111, -0.031]
}

# 5
{
  "formula": "C2H5NOS",
  "method": "ωB97M-V/def2-TZVPD",
  "homo_lumo_gap_ev": 8.2,
  "homo_ev": -8.6,
  "relative_energy_ev": 4.752,
  "e_lumo_ev": -0.43,
  "species": ["N", "C", "H", "O", "C", "H", "H", "S", "H", "H"],
  "xyz": [[1.10235, 0.00322, 0.12672], [-1.57220, -0.28795, 0.00268], [1.08256, 0.36145, -1.98005], [-0.72855, 0.16497, -1.22483], [0.60348, 0.29861, -0.99026], [-1.72204, 0.48522, 0.61335], [-2.31425, -1.00414, -0.46872], [2.61602, 0.18138, 0.87819], [-0.86746, -1.09937, 0.62678], [1.80009, 0.89660, 2.41614]],
  "forces_ev_per_a": [[0.3, 0.7, 0.8], [4.1, -6.6, -3.3], [0.2, 0.7, 0.4], [-0.8, -0.4, 2.2], [-0.1, -1.6, -0.6], [-1.4, 3.0, 2.0], [0.2, 1.9, 0.8], [-2.8, 1.6, 2.3], [-1.7, 2.4, -1.6], [2.0, -1.6, -3.0]],
  "lowdin_charge": [-0.482, 0.002, 0.135, -0.136, -0.361, 0.019, 0.101, 0.545, 0.132, 0.044]
}

# 6
{
  "formula": "C2H5NOS",
  "method": "ωB97M-V/def2-TZVPD",
  "homo_lumo_gap_ev": 10.1,
  "homo_ev": -9.5,
  "relative_energy_ev": 0.774,
  "smiles": "CC(=O)NS",
  "e_lumo_ev": 0.60,
  "species": ["H", "C", "H", "H", "C", "H", "H", "S", "N", "O"],
  "xyz": [[0.28472, 2.68642, 0.37995], [-0.56243, 0.71118, -0.05156], [-1.48768, 2.64553, 0.01835], [0.31193, -1.71625, 1.37163], [-0.53536, 2.20089, -0.15960], [-0.34176, 2.48248, -1.21574], [1.45296, 0.59826, 0.12258], [0.93289, -1.60788, 0.07879], [0.64598, 0.05749, -0.09255], [-1.63518, 0.14435, -0.00283]],
  "forces_ev_per_a": [[-0.3, -0.1, 0.2], [-1.4, -0.4, -0.2], [-0.6, 0.0, 0.7], [0.9, -0.1, -1.7], [1.5, 0.8, -1.3], [0.1, -0.4, 0.3], [0.4, 0.5, 0.0], [-1.5, 0.1, 1.8], [0.4, 0.0, 0.0], [0.5, -0.4, 0.1]],
  "lowdin_charge": [0.081, -0.619, 0.074, -0.076, -0.013, 0.098, 0.063, 0.739, -0.390, 0.042]
}

# 7
{
  "formula": "C2H5NOS",
  "method": "ωB97M-V/def2-TZVPD",
  "homo_lumo_gap_ev": [8.4, 8.4],
  "homo_ev": [-8.0, -8.0],
  "relative_energy_ev": 3.504,
  "e_lumo_ev": [0.38, 0.38],
  "species": ["S", "C", "H", "O", "H", "C", "H", "N", "H", "H"],
  "xyz": [[-1.40211, -1.22843, 0.88962], [0.18182, 1.64981, 0.16234], [1.28428, -1.51790, -0.63586], [-0.69812, -2.37798, -0.05488], [-0.70992, 2.20074, -0.30925], [0.34488, 0.22823, 0.04743], [0.02562, 2.05015, 1.24674], [1.11053, -0.50413, -0.56824], [-1.24799, -2.75239, -0.68594], [1.11100, 2.25190, -0.09196]],
  "forces_ev_per_a": [[1.2, 1.9, -0.5], [-0.4, 4.7, 2.0], [-1.1, 0.8, 0.4], [2.3, 0.0, 1.8], [1.2, -1.6, 0.1], [-0.9, -4.0, -1.0], [0.2, -1.4, -1.4], [0.3, 1.5, 0.6], [-1.9, -0.7, -1.8], [-0.9, -1.1, -0.3]],
  "lowdin_charge": [0.609, -0.128, 0.091, -0.608, 0.109, -0.398, 0.110, 0.135, -0.017, 0.098]
}

# 8
{
  "formula": "C2H5NOS",
  "method": "ωB97M-V/def2-TZVPD",
  "homo_lumo_gap_ev": 8.1,
  "homo_ev": -8.9,
  "relative_energy_ev": 6.220,
  "e_lumo_ev": -0.77,
  "species": ["N", "C", "H", "H", "H", "H", "O", "C", "S", "H"],
  "xyz": [[-1.14235, -0.26618, 0.28197], [0.10418, 0.35056, 0.13707], [1.52912, -1.55905, -0.38674], [1.78314, -0.36023, 1.29709], [-2.26160, 1.27835, -0.38712], [2.24881, -0.04156, -0.57992], [-2.27923, 0.34048, 0.13712], [1.35851, -0.38764, 0.09736], [0.04341, 2.04520, 0.08548], [-1.38399, -1.39993, -0.68232]],
  "forces_ev_per_a": [[2.3, -5.3, -3.7], [-2.7, 2.4, -1.1], [-1.7, 2.8, 2.0], [-1.0, -0.4, -3.5], [1.1, -2.6, 1.4], [-2.1, 0.7, 1.5], [-2.6, 4.2, -0.7], [4.8, -3.7, 0.8], [0.3, -1.4, 0.1], [1.7, 3.2, 3.2]],
  "lowdin_charge": [-0.187, -0.889, 0.134, 0.152, 0.131, 0.088, -0.171, -0.195, 0.636, 0.301]
}

# 9
{
  "formula": "C2H5NOS",
  "method": "ωB97M-V/def2-TZVPD",
  "homo_lumo_gap_ev": 8.8,
  "homo_ev": -8.5,
  "relative_energy_ev": 6.415,
  "smiles": "CONC=S",
  "e_lumo_ev": 0.26,
  "species": ["N", "H", "O", "S", "H", "H", "H", "C", "H", "C"],
  "xyz": [[0.34284, 0.03737, 1.04551], [-1.01093, -0.00737, -1.09626], [-0.80862, 0.60859, 1.46876], [0.99918, -1.20889, -1.40334], [1.19743, -0.34956, 1.57187], [-1.30729, 1.31485, -0.54030], [-2.34128, 1.86990, 1.17645], [-1.32441, 1.78269, 0.61417], [-0.83559, 2.82490, 0.93051], [0.05440, -0.35614, -0.39040]],
  "forces_ev_per_a": [[0.1, -1.5, -7.1], [3.1, -1.2, 3.3], [-1.6, 2.1, 1.4], [0.3, 0.1, 0.7], [-2.3, 1.1, -0.6], [-0.4, 2.7, 3.5], [1.4, -0.3, -1.8], [-0.2, -0.4, 1.5], [-0.3, -2.5, -1.3], [0.0, -0.1, 0.4]],
  "lowdin_charge": [-0.111, 0.123, -0.277, 0.571, 0.178, 0.080, 0.101, -0.052, 0.109, -0.720]
}

# 10
{
  "formula": "C2H5NOS2",
  "method": "ωB97M-V/def2-TZVPD",
  "homo_lumo_gap_ev": 10.1,
  "homo_ev": -9.5,
  "relative_energy_ev": 0.021,
  "smiles": "CSC(=O)NS",
  "e_lumo_ev": 0.64,
  "species": ["H", "H", "O", "S", "C", "S", "H", "C", "H", "H", "N"],
  "xyz": [[2.63757, 0.03657, 1.61073], [-2.24021, 1.34946, -0.95724], [-0.49584, -1.34581, -0.87979], [2.91566, -0.01004, 0.29609], [-1.94839, 0.92660, 0.02093], [-0.13623, 1.00243, 0.26994], [-2.23472, -0.12309, 0.08671], [0.30579, -0.59353, -0.37648], [-2.37727, 1.49858, 0.83350], [1.93302, -1.77914, -0.65503], [1.64062, -0.96204, -0.24936]],
  "forces_ev_per_a": [[0.0, -0.2, 0.0], [0.2, -0.3, 0.5], [0.1, 0.0, 0.1], [0.1, 0.6, 0.0], [0.5, -0.2, -0.5], [-0.1, 0.1, 0.0], [-0.1, 0.2, 0.0], [0.0, -0.5, -0.4], [-0.1, 0.1, 0.1], [0.2, -2.5, -1.1], [-0.9, 2.6, 1.2]],
  "lowdin_charge": [-0.135, 0.049, 0.000, 0.745, -0.363, 0.870, 0.034, -0.860, 0.024, 0.046, -0.411]
}